DFT (ωB97M-V/def2-TZVPD) results for a molecular structure, C39H47Cl2InN3O7S3Si2.

Properties
Net charge ... -1
Gap between HOMO and LUMO ... 0.2881 Eh
Relative energy (zero: lowest compared OMol25 entry of this formula, charge and spin) ... 0.000 eV
LUMO ... 2.2 eV
Largest force on an atom ... 0.582 eV/A
2S+1 ... 1
DFT total energy ... -138498.2171 eV
HOMO ... -0.2061 Eh

XYZ file:
```
104
Properties=species:S:1:pos:R:3:forces:R:3:lowdin_charge:R:1
In -0.6065 0.0528 0.5067 -0.4827 0.2787 -0.1662 0.904
O -3.8717 -2.6861 -4.1808 -0.0194 0.0519 0.0150 0.068
C -3.1771 -2.1212 -3.1584 -0.0091 0.0122 0.0084 -0.293
C -2.0170 -2.6962 -2.6489 -0.0054 0.0119 0.0027 0.058
C -1.3794 -2.0428 -1.6155 -0.0168 -0.0411 0.0841 -0.161
N -1.8425 -0.9072 -1.1150 0.0674 -0.0602 -0.0832 0.108
C -2.9368 -0.3378 -1.6089 0.0212 0.0130 -0.0099 -0.152
C -3.6518 -0.9265 -2.6316 0.0024 -0.0184 0.0039 0.056
C -3.3107 1.0138 -0.9887 -0.0371 0.0022 0.0311 -0.591
O -4.3072 1.5782 -1.4401 0.0498 -0.0249 0.0177 0.029
O -2.5235 1.3832 -0.0715 0.0392 0.0162 -0.1003 -0.062
C -0.1023 -2.5595 -0.9626 -0.0252 -0.0097 -0.0158 -0.548
O 0.3992 -3.5837 -1.4130 -0.0280 0.0138 0.0381 0.039
O 0.3315 -1.8504 0.0103 0.0255 -0.0385 -0.0146 -0.062
H -3.4126 -3.4808 -4.4694 0.0279 -0.0505 -0.0170 0.107
H -1.5953 -3.6171 -3.0314 -0.0034 -0.0039 -0.0021 0.128
H -4.5388 -0.4387 -3.0089 -0.0047 -0.0051 -0.0053 0.131
C 0.0753 -1.8911 3.3046 0.1206 0.1342 -0.1012 -0.177
Si 0.1215 -0.0627 3.7368 0.0080 -0.0828 0.0621 0.460
C 1.9078 0.4986 3.7551 -0.0148 0.0622 0.0032 -0.181
C -0.5856 0.1109 5.4847 -0.0468 -0.0492 -0.0128 -0.165
C -0.9059 0.9434 2.5090 -0.0332 -0.1278 0.0535 -0.388
C -2.3190 0.4641 2.6446 0.0826 -0.0393 0.0235 -0.402
C -3.3093 1.0595 3.4315 -0.0083 -0.0089 -0.0162 -0.024
C -4.5850 0.5298 3.4394 -0.0055 0.0024 0.0053 -0.057
C -4.8668 -0.6015 2.6864 -0.0091 -0.0123 0.0034 -0.068
C -3.8333 -1.1542 1.9533 0.0170 0.0025 0.0403 -0.117
N -2.6082 -0.6432 1.9355 -0.0202 0.0124 -0.0393 0.059
Si -0.6382 2.8098 2.6088 0.0774 -0.0130 0.0142 0.472
C 1.1312 3.2871 2.1765 -0.0121 0.0350 -0.0502 -0.156
C -0.8517 3.5167 4.3557 0.0220 0.0133 -0.0194 -0.182
C -1.7714 3.7903 1.4930 -0.0313 -0.0041 0.0040 -0.166
H 0.3506 -2.4873 4.1801 0.0669 0.0000 -0.0197 0.035
H 0.7841 -2.0988 2.4962 -0.0397 -0.0898 0.0849 -0.015
H -0.9071 -2.2162 2.9649 -0.0835 -0.0079 0.0648 0.026
H 2.5243 -0.2744 4.2182 0.0029 -0.0060 0.0238 0.015
H 2.0427 1.4231 4.3204 -0.0192 0.0091 0.0054 0.024
H 2.2826 0.6549 2.7416 0.0183 -0.0290 0.0122 0.017
H 0.2218 0.0840 6.2216 0.0035 -0.0152 -0.0001 0.028
H -1.2590 -0.7216 5.7032 -0.0308 0.0255 0.0024 0.029
H -1.1432 1.0363 5.6334 0.0195 0.0224 -0.0041 0.008
H -3.0817 1.9414 4.0105 0.0002 0.0072 0.0052 0.087
H -5.3626 1.0032 4.0268 0.0023 -0.0001 0.0009 0.105
H -5.8569 -1.0342 2.6567 0.0016 -0.0005 -0.0012 0.096
H -3.9880 -2.0379 1.3426 -0.0061 0.0093 -0.0159 0.116
H 1.7728 3.2714 3.0582 0.0126 -0.0069 -0.0045 0.024
H 1.1295 4.3102 1.7889 -0.0175 -0.0008 -0.0053 0.038
H 1.5866 2.6369 1.4314 0.0063 0.0081 0.0256 0.008
H -0.1127 3.1084 5.0490 -0.0067 -0.0221 0.0039 0.023
H -1.8397 3.3858 4.7986 -0.0050 -0.0058 0.0058 0.014
H -0.6727 4.5943 4.2848 0.0150 0.0013 0.0150 0.030
H -1.5905 3.5613 0.4428 0.0115 -0.0016 0.0061 0.020
H -1.5849 4.8555 1.6624 -0.0187 0.0055 0.0186 0.033
H -2.8277 3.5823 1.6697 -0.0036 -0.0026 -0.0038 0.037
C 3.0784 -5.5570 -0.8622 0.0060 0.0072 0.0297 -0.550
C 2.8416 -6.1676 0.5177 -0.0055 0.0093 0.0039 -0.534
S 1.8388 -5.1169 1.6106 0.0126 0.0138 -0.0007 0.867
C 2.9824 -4.7656 2.9628 -0.0680 0.0010 0.0296 -0.569
C 4.1666 -3.8767 2.6039 0.0197 -0.0397 -0.1956 -0.538
S 3.6118 -2.2167 2.1360 0.0837 0.2123 0.2185 0.887
C 4.2149 -1.9332 0.4573 -0.0190 -0.0402 0.0098 -0.533
C 3.5632 -2.7652 -0.6373 -0.0382 -0.0234 -0.0118 -0.519
S 4.4236 -4.3454 -0.9436 -0.0419 0.0025 0.0040 0.850
H 2.1711 -5.0791 -1.2335 -0.0035 -0.0267 -0.0119 0.046
H 3.3541 -6.3486 -1.5625 0.0253 0.0043 -0.0015 0.061
H 3.7911 -6.3759 1.0134 0.0020 -0.0271 -0.0076 0.067
H 2.3140 -7.1174 0.4046 -0.0130 0.0055 -0.0057 0.060
H 3.3242 -5.6943 3.4284 0.0043 -0.0218 -0.0603 0.071
H 2.3504 -4.2542 3.6941 0.0455 -0.0245 0.0260 0.052
H 4.7385 -4.2928 1.7747 -0.0118 -0.0452 0.0401 0.034
H 4.8303 -3.8024 3.4686 0.0042 0.0529 0.0006 0.064
H 5.3042 -2.0072 0.4392 0.0004 -0.0072 -0.0485 0.066
H 3.9486 -0.8849 0.3002 -0.0081 -0.0062 0.0217 0.052
H 3.5627 -2.2012 -1.5716 0.0286 -0.0102 -0.0059 0.074
H 2.5278 -2.9866 -0.3849 0.0135 0.0395 -0.0137 0.028
Cl -0.7581 0.2993 -4.3528 0.0328 0.0447 -0.0148 0.807
C -1.7531 1.7209 -4.3253 -0.0193 -0.0219 0.0287 -0.552
C -3.0302 1.6180 -4.8526 0.0242 -0.0128 0.0023 -0.116
C -3.9049 2.6837 -4.7466 -0.0008 0.0153 0.0164 -0.078
C -3.5027 3.8501 -4.1208 -0.0138 -0.0128 -0.0180 -0.109
C -2.2123 3.9485 -3.6336 0.0149 0.0226 -0.0191 -0.580
Cl -1.7354 5.4230 -2.8523 -0.0017 -0.0037 -0.0049 0.689
C -1.2923 2.9006 -3.7288 0.0208 0.0324 -0.0449 -0.291
N -0.0164 3.0478 -3.1440 -0.0502 -0.0071 0.0762 0.066
C 1.1550 2.6657 -3.7882 -0.0105 0.0138 -0.0245 -0.241
C 1.2494 2.7358 -5.1796 0.0049 -0.0325 -0.0023 -0.055
C 2.4066 2.3603 -5.8369 -0.0111 0.0017 -0.0023 -0.101
C 3.5063 1.9206 -5.1168 0.0074 0.0026 0.0007 -0.108
C 3.4280 1.8923 -3.7322 -0.0019 -0.0123 0.0031 -0.051
C 2.2799 2.2640 -3.0425 0.0115 0.0149 -0.0115 -0.144
C 2.3388 2.2986 -1.5292 -0.0106 -0.0087 0.0045 -0.031
C 1.4476 1.3435 -0.7545 -0.0066 -0.0728 0.0187 -0.609
O 0.2063 1.3092 -1.0709 0.1390 0.0073 0.0833 -0.071
O 1.8817 0.6882 0.2042 0.1429 0.0066 -0.0764 -0.009
H -3.3373 0.6831 -5.3010 -0.0026 0.0017 0.0010 0.102
H -4.9149 2.5923 -5.1224 -0.0001 0.0033 -0.0024 0.107
H -4.1813 4.6810 -3.9940 -0.0008 0.0024 -0.0017 0.103
H -0.0502 2.7574 -2.1704 0.0345 -0.0568 0.0106 0.104
H 0.3881 3.0723 -5.7440 -0.0018 0.0017 0.0023 0.114
H 2.4442 2.4103 -6.9183 0.0021 0.0001 0.0000 0.097
H 4.4147 1.6165 -5.6197 0.0003 -0.0011 0.0017 0.092
H 4.2898 1.5743 -3.1558 0.0002 0.0010 -0.0032 0.108
H 2.0657 3.2996 -1.1698 -0.0235 -0.0042 -0.0182 0.139
H 3.3619 2.1164 -1.2064 0.0051 0.0256 -0.0027 0.119
```
Positions in Å, forces in eV/Å.